# 1
DFT (ωB97M-V/def2-TZVPD) results for C68H81GeN3O6Sc as an isolated structure.

Geometry as XYZ:
```
160
C68H81GeN3O6Sc ωB97M-V/def2-TZVPD
Sc 0.27 -1.23 0.64
C 3.66 -1.55 0.54
O 2.49 -0.72 0.56
C 2.74 0.66 0.52
C 2.77 1.31 -0.71
C 2.57 0.60 -2.04
C 1.25 0.93 -2.70
C 1.16 1.57 -3.93
C -0.07 1.82 -4.54
C -1.22 1.39 -3.88
C -1.17 0.75 -2.66
C -2.40 0.28 -1.92
C -2.58 1.02 -0.61
C -2.88 2.37 -0.64
C -2.97 3.14 0.51
C -2.77 2.50 1.73
C -2.48 1.14 1.82
C -2.21 0.55 3.19
C -0.94 1.09 3.80
C -0.93 1.93 4.90
C 0.26 2.41 5.45
C 1.45 2.00 4.86
C 1.47 1.15 3.76
C 2.75 0.71 3.08
C 2.89 1.35 1.72
C 3.10 2.72 1.66
C 3.14 3.42 0.45
C 2.96 2.69 -0.71
C 3.37 4.93 0.47
C 2.24 5.59 1.27
C 3.38 5.53 -0.93
C 4.71 5.24 1.14
C 0.27 0.71 3.22
O 0.27 -0.08 2.16
C 0.21 3.35 6.66
C -0.49 2.65 7.83
C -0.58 4.62 6.28
C 1.60 3.78 7.12
C -2.40 0.42 0.63
O -2.03 -0.94 0.67
C -3.09 -1.84 1.00
C -3.27 4.63 0.40
C -4.62 4.84 -0.29
C -2.16 5.29 -0.45
C -3.31 5.32 1.76
C 0.08 0.52 -2.06
O 0.15 -0.09 -0.89
C -0.19 2.52 -5.89
C -0.87 1.59 -6.91
C 1.17 2.93 -6.46
C -1.04 3.79 -5.73
H 4.24 -1.35 -0.37
H 3.33 -2.59 0.56
H 4.28 -1.34 1.41
H 2.61 -0.48 -1.88
H 3.39 0.87 -2.70
H 2.08 1.88 -4.41
H -2.19 1.55 -4.34
H -2.33 -0.79 -1.71
H -3.28 0.43 -2.54
H -3.00 2.84 -1.61
H -2.81 3.06 2.66
H -2.11 -0.54 3.12
H -3.06 0.76 3.84
H -1.88 2.22 5.34
H 2.40 2.33 5.26
H 2.74 -0.38 2.99
H 3.61 0.98 3.70
H 3.20 3.25 2.60
H 2.97 3.19 -1.68
H 1.28 5.39 0.81
H 2.39 6.68 1.30
H 2.20 5.22 2.30
H 2.43 5.37 -1.45
H 4.18 5.10 -1.54
H 3.55 6.61 -0.87
H 4.74 4.88 2.17
H 4.89 6.32 1.16
H 5.53 4.77 0.60
H -1.50 2.36 7.57
H -0.53 3.31 8.70
H 0.06 1.75 8.11
H -1.60 4.38 5.99
H -0.10 5.13 5.45
H -0.62 5.30 7.13
H 2.20 2.93 7.43
H 1.51 4.46 7.97
H 2.14 4.31 6.33
H -3.66 -1.47 1.85
H -2.64 -2.79 1.24
H -3.77 -1.95 0.14
H -4.63 4.42 -1.30
H -4.84 5.90 -0.37
H -5.42 4.36 0.28
H -2.11 4.87 -1.45
H -1.19 5.15 0.03
H -2.35 6.37 -0.54
H -4.09 4.91 2.40
H -3.52 6.39 1.63
H -2.35 5.24 2.28
H -0.28 0.68 -7.03
H -0.96 2.08 -7.88
H -1.87 1.31 -6.58
H 1.81 2.07 -6.63
H 1.69 3.62 -5.79
H 1.03 3.44 -7.42
H -2.04 3.56 -5.37
H -1.14 4.31 -6.69
H -0.57 4.48 -5.02
N -0.22 -3.11 3.78
C 0.97 -3.85 3.38
C 1.20 -3.87 1.87
O 2.14 -4.49 1.41
O 0.33 -3.20 1.16
H -0.25 -2.98 4.78
H -1.06 -3.61 3.51
H 1.00 -4.89 3.72
H 1.85 -3.37 3.82
C -2.96 -5.41 0.99
Ge -1.58 -5.14 -0.40
C -2.48 -5.19 -2.16
C -2.40 -6.30 -2.99
C -3.00 -6.29 -4.25
C -3.67 -5.16 -4.69
C -3.75 -4.04 -3.87
C -3.16 -4.06 -2.62
C -0.24 -6.55 -0.16
C -0.29 -7.26 1.01
C 0.65 -8.26 1.32
C 1.65 -8.55 0.43
C 1.75 -7.84 -0.79
C 2.78 -8.14 -1.72
C 2.88 -7.45 -2.89
C 1.97 -6.42 -3.18
C 0.97 -6.11 -2.30
C 0.82 -6.82 -1.09
H -3.27 -6.46 1.00
H -3.84 -4.81 0.75
H -2.60 -5.14 1.98
H -1.87 -7.19 -2.67
H -2.93 -7.16 -4.89
H -4.13 -5.14 -5.67
H -4.28 -3.15 -4.21
H -3.23 -3.18 -1.98
H -1.08 -7.06 1.73
H 0.58 -8.79 2.26
H 2.38 -9.32 0.65
H 3.48 -8.93 -1.47
H 3.67 -7.69 -3.60
H 2.06 -5.86 -4.10
H 0.29 -5.30 -2.53
N -0.10 -2.56 -2.74
C 0.45 -2.67 -3.97
C 1.79 -2.90 -3.78
C 1.95 -2.93 -2.38
N 0.80 -2.71 -1.76
H -1.07 -2.42 -2.52
H -0.15 -2.56 -4.86
H 2.54 -3.04 -4.53
H 2.84 -3.12 -1.80
```

Its LUMO energy (spin up / spin down) is 0.44 / -0.52 eV. As for the relative energy (zero: lowest compared OMol25 entry of this formula, charge and spin): 19.1 kcal per mole. As for the frontier orbital gap (spin up / spin down): 7.275 / 6.853 eV. The spin multiplicity is 2. The expectation value of S² is 0.75. The HOMO energy (spin up / spin down) comes out at -6.838 / -7.371 eV.


# 2
DFT (ωB97M-V/def2-TZVPD) results for a 2-piece molecular cluster, C9H14O overall.

Geometry as XYZ:
```
24
C9H14O ωB97M-V/def2-TZVPD
C -0.39 -2.57 0.67
C -1.25 -1.42 0.21
C -0.70 -0.26 -0.28
C -1.53 0.78 -0.67
C -2.91 0.70 -0.53
C -3.46 -0.47 -0.06
C -2.64 -1.52 0.29
H -0.96 -3.50 0.74
H 0.14 -2.33 1.59
H 0.39 -2.68 -0.10
H 0.38 -0.17 -0.32
H -1.16 1.79 -0.83
H -3.59 1.53 -0.70
H -4.53 -0.62 -0.08
H -3.14 -2.42 0.58
C 2.28 2.11 -0.45
C 3.21 1.30 0.49
O 3.31 -0.04 0.03
H 1.27 1.91 -0.09
H 2.48 1.80 -1.45
H 2.24 3.18 -0.28
H 4.19 1.74 0.68
H 2.64 1.20 1.41
H 3.72 -0.03 -0.86
```

Its LUMO energy is 0.93 eV. Its SMILES is Cc1ccccc1.CCO. As for the relative energy (zero: lowest compared OMol25 entry of this formula, charge and spin): 18.6 kcal per mole. As for the frontier orbital gap: 9.898 eV. The HOMO energy comes out at -8.968 eV.


# 3
DFT (ωB97M-V/def2-TZVPD) results for one molecule with the formula C2H6NP.

Geometry as XYZ:
```
10
C2H6NP ωB97M-V/def2-TZVPD
C -1.39 0.46 0.21
C -0.12 -0.09 0.06
N 0.94 0.58 0.37
P 2.54 -0.01 0.13
H -1.22 1.53 0.20
H -1.96 0.14 1.10
H -1.92 0.23 -0.74
H -0.16 -1.11 -0.25
H 2.79 1.09 -0.60
H 2.50 -0.55 -1.18
```

Its LUMO energy is 1.06 eV. Its SMILES is C/C=N/P. As for the relative energy (zero: lowest compared OMol25 entry of this formula, charge and spin): 6.0 kcal per mole. As for the frontier orbital gap: 10.318 eV. The HOMO energy comes out at -9.256 eV.


# 4
DFT (ωB97M-V/def2-TZVPD) results for C9H18F9O12S6Zn as an isolated structure.

Geometry as XYZ:
```
55
C9H18F9O12S6Zn ωB97M-V/def2-TZVPD
Zn -0.34 0.58 -0.20
C -5.48 -2.30 -3.73
F -6.69 -2.28 -4.29
F -5.51 -3.17 -2.75
F -4.44 -2.52 -4.58
S -4.90 -0.67 -2.87
O -5.23 0.44 -3.76
O -5.78 -0.56 -1.63
O -3.43 -0.67 -2.60
C -2.06 -5.28 2.11
F -3.30 -5.24 1.81
F -1.82 -6.36 2.87
F -1.47 -5.45 1.03
S -1.61 -3.68 3.09
O -2.84 -3.30 3.80
O -0.50 -3.93 3.97
O -1.18 -2.76 2.07
C 2.21 4.24 -5.38
F 2.44 5.50 -5.90
F 2.00 3.40 -6.38
F 3.22 3.92 -4.58
S 0.64 4.21 -4.29
O 0.58 5.51 -3.64
O -0.64 4.08 -5.00
O 0.77 3.14 -3.25
C -2.61 2.66 5.17
S -3.45 3.02 3.57
O -2.91 2.12 2.49
C -5.00 2.14 3.94
H -1.53 2.85 5.19
H -2.67 1.57 5.24
H -3.16 3.20 5.94
H -5.55 1.69 3.11
H -5.67 2.58 4.68
H -4.79 1.16 4.36
C 4.56 2.69 3.68
S 4.27 1.94 2.03
O 2.80 2.40 1.82
C 5.36 3.05 1.01
H 4.67 3.77 3.64
H 5.52 2.30 4.01
H 3.79 2.54 4.44
H 5.03 4.04 0.71
H 5.55 2.55 0.06
H 6.39 3.01 1.37
C 2.85 -4.05 -3.56
S 3.71 -2.83 -2.43
O 2.53 -2.12 -1.76
C 4.27 -3.95 -1.04
H 2.66 -4.98 -3.03
H 3.59 -4.25 -4.33
H 2.02 -3.43 -3.91
H 4.71 -4.86 -1.46
H 3.43 -4.26 -0.41
H 5.02 -3.42 -0.46
```

Its LUMO energy is -4.30 eV. As for the relative energy (zero: lowest compared OMol25 entry of this formula, charge and spin): 356.2 kcal per mole. As for the frontier orbital gap: 2.155 eV. Its net charge is -1. The HOMO energy comes out at -6.456 eV.


# 5
DFT (ωB97M-V/def2-TZVPD) results for H10LiO5 as an isolated structure.

Geometry as XYZ:
```
16
H10LiO5 ωB97M-V/def2-TZVPD
Li -0.27 0.09 -0.33
O 1.62 -0.33 0.53
H 1.86 -1.03 1.18
H 2.25 -0.27 -0.22
O -1.25 -1.44 1.25
H -1.34 -2.40 1.20
H -0.74 -1.38 2.05
O -0.79 1.58 1.01
H -0.57 2.53 0.75
H -1.76 1.42 1.22
O -0.87 -1.24 -1.31
H -0.93 -0.54 -2.14
H -0.97 -2.14 -1.49
O 0.92 1.55 -0.95
H 1.65 2.19 -0.81
H 1.18 1.43 -1.91
```

Its LUMO energy is -3.68 eV. As for the relative energy (zero: lowest compared OMol25 entry of this formula, charge and spin): 40.4 kcal per mole. As for the frontier orbital gap: 11.725 eV. Its net charge is +1. The HOMO energy comes out at -15.404 eV.


# 6
DFT (ωB97M-V/def2-TZVPD) results for H9LiO5 as an isolated structure.

Geometry as XYZ:
```
15
H9LiO5 ωB97M-V/def2-TZVPD
Li -0.40 -0.54 0.10
O 1.60 -0.64 -0.22
H 1.75 -1.47 -0.48
O 2.37 2.02 -0.35
H 2.00 1.15 -0.36
H 2.59 2.10 -1.19
O -1.33 -1.81 -1.20
H -1.97 -2.54 -0.81
H -1.77 -1.18 -1.62
O -1.50 -1.05 1.78
H -0.97 -1.83 2.21
H -1.30 -0.44 2.58
O -0.71 1.78 -0.11
H -0.07 2.38 0.69
H -0.29 2.06 -0.99
```

Its LUMO energy is -0.35 eV. As for the relative energy (zero: lowest compared OMol25 entry of this formula, charge and spin): 36.5 kcal per mole. As for the frontier orbital gap: 7.422 eV. The HOMO energy comes out at -7.777 eV.


# 7
DFT (ωB97M-V/def2-TZVPD) results for one molecule with the formula C24H25NO2S.

Geometry as XYZ:
```
53
C24H25NO2S ωB97M-V/def2-TZVPD
C 3.60 0.71 1.82
C 4.05 1.15 0.13
C 2.95 1.21 -0.57
C 2.58 0.13 -1.13
C 1.28 -0.13 -2.06
C 0.57 1.03 -2.20
O -0.66 1.20 -2.77
C -1.30 0.03 -3.43
C -2.09 -0.50 -2.17
N -1.42 -0.89 -1.18
C -0.82 -2.22 -1.07
O -1.17 -3.19 -1.98
C 0.05 -2.51 0.20
C 1.31 -3.10 -0.26
C 2.32 -3.21 1.01
C 1.86 -2.90 2.24
C 0.67 -2.36 2.58
C -0.43 -2.51 1.30
S -2.10 -1.82 1.83
C -1.75 0.01 2.47
C -2.49 0.74 1.74
C -1.53 1.68 0.86
C -2.26 2.57 -0.07
C -3.67 2.51 -0.09
C -4.38 1.82 0.65
C -3.83 1.00 1.69
C 0.98 2.34 -1.59
C 2.15 2.14 -0.64
H 2.76 1.40 2.16
H 4.31 0.57 2.45
H 3.12 -0.31 1.67
H 4.47 2.03 0.39
H 4.59 0.36 -0.08
H 2.94 -1.00 -1.08
H 1.10 -1.03 -2.35
H -2.00 0.63 -4.19
H -0.66 -0.77 -3.76
H -2.83 -1.32 -2.77
H -2.96 0.29 -1.92
H -1.17 -0.52 -0.41
H 1.61 -3.20 -1.26
H 3.30 -3.55 0.61
H 2.75 -2.92 3.16
H 0.28 -2.01 3.52
H -2.28 -0.20 3.58
H -0.63 -0.07 2.86
H -0.52 1.66 1.02
H -1.70 2.97 -0.92
H -4.18 3.18 -0.67
H -5.42 2.02 0.72
H -4.34 0.50 2.23
H 0.47 3.30 -1.92
H 2.53 3.06 -0.34
```

Its LUMO energy is -0.57 eV. Its SMILES is CCc1ccc(OCCNC(=O)c2ccccc2SCc2ccccc2)cc1. As for the relative energy (zero: lowest compared OMol25 entry of this formula, charge and spin): 472.7 kcal per mole. As for the frontier orbital gap: 7.492 eV. The HOMO energy comes out at -8.063 eV.


# 8
DFT (ωB97M-V/def2-TZVPD) results for a 5-piece molecular cluster, C34H39N2O21P2 overall.

Geometry as XYZ:
```
98
C34H39N2O21P2 ωB97M-V/def2-TZVPD
C 4.22 3.60 -1.63
C 3.33 3.92 -2.84
O 3.12 5.33 -2.96
C 1.82 5.70 -3.16
O 1.35 6.61 -2.52
C 1.04 4.97 -4.22
C -0.47 4.95 -3.96
C -0.87 4.42 -2.57
P -1.93 2.81 -2.55
C -1.74 2.50 -0.69
C -1.46 3.72 0.20
C 0.01 4.02 0.52
O 0.92 3.03 0.08
O -3.03 1.28 -2.78
C -2.71 0.22 -2.20
N -2.45 -0.77 -1.61
P -0.05 1.69 -3.23
N 0.51 0.56 -2.06
O -0.61 0.68 -4.46
H 3.68 2.98 -0.94
H 4.49 4.51 -1.12
H 5.08 3.06 -1.99
H 2.41 3.35 -2.75
H 3.83 3.59 -3.75
H 1.37 3.97 -4.41
H 1.18 5.55 -5.13
H -0.78 5.99 -4.04
H -0.91 4.44 -4.80
H 0.06 4.15 -2.10
H -1.35 5.24 -2.06
H -2.20 3.01 -3.98
H -3.16 3.52 -2.26
H -1.09 1.69 -0.38
H -2.73 2.20 -0.37
H -1.91 3.48 1.15
H -1.99 4.60 -0.12
H 0.14 4.22 1.57
H 0.27 4.96 0.03
H 1.39 3.34 -0.69
H 1.51 0.43 -2.11
H 0.10 -0.36 -2.23
H -1.39 1.11 -4.83
C -7.51 -2.56 -1.43
C -8.34 -2.61 -0.38
C -8.04 -1.90 0.90
O -8.86 -1.98 1.80
C -6.80 -1.16 1.00
C -5.95 -1.11 -0.04
C -6.27 -1.81 -1.34
O -5.49 -1.72 -2.27
O -4.81 -0.46 0.03
O -9.48 -3.30 -0.40
H -7.71 -3.07 -2.36
H -6.59 -0.67 1.94
H -4.31 -0.56 -0.83
H -9.87 -3.15 0.49
C -4.23 -5.03 -2.61
C -3.16 -5.28 -3.38
C -3.26 -6.06 -4.66
O -2.25 -6.23 -5.31
C -4.57 -6.57 -5.05
C -5.63 -6.32 -4.28
C -5.53 -5.52 -3.01
O -6.56 -5.33 -2.38
O -6.85 -6.76 -4.58
O -1.94 -4.86 -3.07
H -4.16 -4.46 -1.70
H -4.63 -7.14 -5.96
H -7.43 -6.44 -3.86
H -1.36 -5.16 -3.79
C 1.91 1.00 2.72
C 3.14 0.55 2.44
C 4.01 -0.08 3.48
O 5.11 -0.48 3.15
C 3.50 -0.18 4.84
C 2.28 0.27 5.13
C 1.39 0.88 4.08
O 0.28 1.25 4.42
O 1.75 0.21 6.34
O 3.67 0.64 1.22
H 1.27 1.46 1.98
H 4.15 -0.63 5.59
H 0.86 0.60 6.26
H 4.56 0.24 1.30
C 7.39 -2.03 5.62
C 8.62 -2.48 5.34
C 9.50 -3.11 6.38
O 10.60 -3.51 6.04
C 8.99 -3.22 7.74
C 7.76 -2.77 8.03
C 6.88 -2.16 6.98
O 5.77 -1.79 7.31
O 7.23 -2.83 9.24
O 9.16 -2.39 4.13
H 6.75 -1.57 4.88
H 9.63 -3.66 8.48
H 6.34 -2.44 9.17
H 10.05 -2.79 4.20
```

Its LUMO energy is -0.42 eV. As for the frontier orbital gap: 3.499 eV. Its net charge is -1. The HOMO energy comes out at -3.918 eV.


What max |F| values result from the calculations? In sequence: 0.37, 1.64, 4.58, 5.67, 5.95, 8.02, 17.80, 2.56 eV/A.
What electronic energy values result from the calculations? In sequence: -165809.49101, -11606.82820, -12948.47240, -172070.16769, -10600.24708, -10587.90314, -41694.47324, -100443.95104 eV.